# 1
A structure of composition C19H13ClIN3O3PdS2. Source: OMol25; level of theory: ωB97M-V/def2-TZVPD.

```
43
Properties=species:S:1:pos:R:3:mulliken_charge:R:1
I -3.098 -4.798 0.792 0.07
Pd -0.573 -0.295 0.149 1.02
Cl -6.906 -0.970 2.618 -0.26
S 3.249 -2.335 -1.474 -0.08
S 0.660 -3.571 -0.679 0.03
O -1.556 -2.015 0.411 -0.68
O 0.387 1.428 -0.044 -0.87
O 4.372 1.209 -1.437 -0.70
N -2.274 0.479 0.900 -0.38
N 1.179 -0.952 -0.583 -0.20
N 2.090 0.085 -0.791 -0.90
C 4.518 3.536 -1.256 -0.76
C 3.204 -4.144 -1.374 -0.52
C 1.622 -2.125 -0.863 0.25
C -2.558 1.740 1.119 0.08
C 1.905 3.705 -0.369 -0.36
C -4.929 -2.556 1.704 -0.55
C -3.801 2.127 1.646 -0.90
C -5.324 -1.274 1.967 0.37
C 3.966 4.762 -0.954 -0.26
C -4.738 1.175 1.938 -0.53
C 1.587 1.256 -0.500 1.09
C 1.787 -4.587 -1.670 -0.61
C 3.767 2.367 -1.121 0.30
C 2.439 2.449 -0.670 0.31
C -2.751 -1.826 0.902 1.21
C 2.650 4.857 -0.507 -0.89
C -4.452 -0.190 1.711 0.22
C -3.187 -0.496 1.183 -0.42
C -3.656 -2.836 1.176 -0.40
H 4.565 5.657 -1.067 0.37
H 3.721 0.486 -1.299 0.73
H 2.217 5.819 -0.270 0.42
H -5.701 1.451 2.344 0.43
H 1.620 -5.625 -1.384 0.37
H 1.549 -4.463 -2.726 0.32
H 5.538 3.444 -1.605 0.41
H 3.910 -4.530 -2.108 0.37
H -1.783 2.455 0.871 0.33
H -4.000 3.176 1.813 0.42
H 0.882 3.749 -0.023 0.43
H -5.610 -3.371 1.905 0.41
H 3.515 -4.454 -0.377 0.31
```

As for the HOMO energy: -0.290 Ha. As for the orbital gap: 7.3695 eV. For the LUMO energy, the calculation gives -0.53 eV. As for the energy above the lowest of the compared OMol25 structures with the same formula, charge and spin: 0.0 kcal/mol. The charge is 0.

# 2
A structure of composition C29H41Cl5P2V at a distorted geometry. Source: OMol25; level of theory: ωB97M-V/def2-TZVPD.

```
78
Properties=species:S:1:pos:R:3:mulliken_charge:R:1
V 1.728 2.721 -1.277 -0.92
Cl 2.433 -4.475 1.864 -0.19
Cl 4.703 -5.557 -0.043 -0.15
Cl 4.792 -0.722 -2.553 -0.18
Cl 5.831 -3.701 -2.301 -0.16
Cl 2.631 0.389 -0.501 0.07
P -0.016 0.572 -3.788 0.52
P 1.393 3.548 1.518 1.35
C -1.802 -0.052 -0.385 0.70
C 2.690 -2.146 0.521 -0.60
C 0.692 -1.488 1.935 -0.72
C -0.271 -0.700 1.207 0.61
C 0.721 0.113 -5.400 -1.42
C -1.779 0.946 0.633 0.76
C -2.634 -0.057 -1.603 -1.12
C 3.615 4.164 -2.623 -1.46
C 2.818 3.008 2.522 -1.63
C 0.346 3.969 -1.999 0.76
C -2.613 2.161 0.665 -1.68
C 3.371 3.624 -1.258 0.06
C 2.450 4.027 -3.637 -0.97
C -0.451 1.239 2.855 -1.64
C -1.339 1.691 -4.428 -1.40
C -0.565 -2.251 -0.849 -1.18
C 0.880 4.955 2.565 -1.23
C 3.206 -1.320 -0.436 -0.13
C 3.133 -3.448 0.658 -0.05
C -0.841 0.536 1.616 -0.20
C 1.337 1.734 -3.161 -0.28
C 0.685 5.468 -1.824 -1.00
C 4.656 -3.100 -1.224 0.13
C 1.831 5.678 -0.838 -0.86
C 4.138 -3.947 -0.209 0.31
C 1.185 3.290 -3.157 -0.63
C 2.420 4.378 -0.300 -0.37
C 4.193 -1.768 -1.335 0.22
C -0.859 -1.047 -0.046 0.66
H -1.640 2.453 -3.697 0.26
H 1.798 -1.736 1.220 0.31
H -0.221 5.988 -1.466 0.46
H -0.435 0.525 3.697 0.53
H -3.683 1.915 0.738 0.43
H 0.816 5.908 2.026 0.36
H 0.924 5.938 -2.788 0.27
H 4.262 3.262 -0.731 0.42
H 0.319 -2.497 2.160 0.45
H 2.811 3.477 -4.520 0.51
H -0.002 -0.512 -5.943 0.40
H 3.057 4.650 0.574 0.58
H 3.616 3.757 2.514 0.54
H 1.629 -0.476 -5.224 0.37
H -3.427 -0.821 -1.551 0.37
H 2.437 2.885 3.542 0.55
H -2.350 2.780 1.528 0.30
H 0.367 -2.725 -0.517 0.17
H 4.481 3.627 -3.033 0.46
H -1.369 -3.001 -0.765 0.37
H 3.200 2.049 2.155 0.22
H 1.470 6.310 -0.014 0.30
H -0.454 -1.999 -1.916 0.14
H 2.266 1.382 -3.647 0.40
H -0.698 3.893 -2.320 0.60
H -1.032 2.162 -5.376 0.46
H -3.115 0.915 -1.751 0.38
H 2.655 6.234 -1.313 0.30
H -2.471 2.765 -0.242 0.24
H -1.148 2.054 3.081 0.37
H 3.922 5.220 -2.577 0.34
H -2.024 -0.278 -2.496 0.01
H 1.043 -0.994 2.847 0.28
H 0.284 3.409 -0.961 -0.06
H 0.465 3.422 -3.980 0.77
H -0.123 4.689 2.952 0.34
H -2.216 1.052 -4.627 0.43
H 1.578 5.054 3.413 0.40
H 2.153 5.012 -4.032 0.48
H 0.957 1.002 -6.001 0.40
H 0.574 1.664 2.756 0.07
```

As for the HOMO energy (alpha / beta): -0.355 / -0.355 Ha. Its spin multiplicity is 3. As for the orbital gap (alpha / beta): 5.8920 / 5.9048 eV. For the LUMO energy (alpha / beta), the calculation gives -3.76 / -3.75 eV. As for the energy above the lowest of the compared OMol25 structures with the same formula, charge and spin: 144.3 kcal/mol. The charge is +1.

# 3
A structure of composition C28H52N2O2RhSi2 at a distorted geometry. Source: OMol25; level of theory: ωB97M-V/def2-TZVPD.

```
87
Properties=species:S:1:pos:R:3:mulliken_charge:R:1
Rh -0.280 -0.558 1.166 -2.59
Si 2.930 0.587 0.473 -0.12
Si -3.227 0.146 1.021 0.64
O -0.500 -1.296 -1.609 0.78
O 0.921 1.144 -3.959 -0.05
N 0.004 -0.923 3.992 -0.93
N -0.172 0.010 3.071 1.58
C -3.739 0.469 2.790 -1.09
C 0.424 -2.115 3.437 0.26
C 1.215 -3.281 1.472 -0.04
C -0.953 2.540 5.616 -0.62
C -1.108 3.697 4.837 -0.49
C 2.267 0.911 -4.364 -0.20
C 0.246 -2.517 -2.083 -0.24
C -2.500 1.724 0.314 -0.68
C -0.791 3.678 3.468 -0.93
C 3.223 2.376 -0.025 -1.06
C -1.667 -0.773 -2.357 0.69
C -0.332 1.309 3.631 -0.81
C 4.118 -0.567 -0.431 -1.01
C 0.721 -3.230 4.251 -0.58
C -4.712 -0.346 -0.031 -1.25
C 2.361 0.860 -5.880 -1.31
C 1.242 -4.372 3.670 -0.65
C -0.523 -3.772 -1.786 -1.34
C 3.146 0.313 2.302 -0.71
C -0.373 2.492 2.861 -0.01
C -1.522 -1.043 -3.824 -1.72
C 0.579 -2.189 2.043 0.95
C 0.496 2.473 -3.674 0.00
C -0.755 2.799 -4.472 -1.29
C 1.180 0.231 -0.151 0.11
C -0.532 1.362 5.021 -0.18
C -2.103 -1.373 1.147 -1.20
C 1.513 -4.391 2.297 -0.91
H 4.283 2.553 -0.255 0.40
H -0.373 -1.087 -0.514 0.81
H -1.586 -2.105 -4.054 0.42
H -0.541 2.775 -5.544 0.32
H 2.630 2.624 -0.917 0.24
H 4.212 0.328 2.570 0.55
H 3.360 0.542 -6.179 0.42
H -0.094 2.448 1.808 0.87
H 4.077 -0.424 -1.521 0.24
H 3.881 -1.619 -0.212 0.29
H -1.498 -3.755 -2.289 0.32
H -5.577 0.261 0.273 0.38
H -3.860 -0.492 3.308 0.30
H -2.993 1.063 3.333 0.21
H -2.284 -1.897 2.108 0.71
H -1.423 1.666 0.096 -0.15
H -4.697 1.005 2.803 0.41
H -2.653 2.526 1.051 0.45
H 2.927 3.051 0.791 0.29
H -2.229 -2.128 0.347 0.54
H 2.628 1.094 2.874 0.18
H -2.318 -0.522 -4.366 0.46
H 1.289 3.201 -3.915 0.51
H 1.212 -2.474 -1.569 0.20
H -0.673 -3.947 -0.715 0.22
H 2.729 -0.663 2.589 0.08
H -1.679 0.300 -2.164 -0.08
H 0.399 -2.350 -3.147 0.65
H 1.492 -3.267 0.417 0.55
H 0.049 -4.622 -2.174 0.50
H -0.586 -0.627 -4.202 0.23
H 0.519 -3.122 5.313 0.51
H -1.574 2.101 -4.267 0.17
H 5.151 -0.379 -0.106 0.42
H 1.635 0.160 -6.308 0.27
H -1.096 3.806 -4.221 0.43
H -4.536 -0.181 -1.103 0.32
H -3.028 2.002 -0.610 0.47
H -0.882 4.590 2.875 0.44
H 0.275 2.524 -2.594 -0.10
H 1.384 -0.416 -1.009 0.07
H 2.181 1.854 -6.302 0.32
H 1.439 -5.246 4.288 0.40
H -0.387 0.443 5.591 0.44
H -1.162 2.544 6.690 0.41
H 0.741 1.160 -0.556 0.01
H 1.956 -5.282 1.853 0.45
H -4.966 -1.404 0.123 0.35
H 2.540 -0.064 -3.934 0.14
H 2.942 1.681 -3.963 0.39
H -1.466 4.620 5.296 0.40
H -2.566 -1.222 -1.921 0.18
```

As for the HOMO energy (alpha / beta): -0.335 / -0.416 Ha. Its spin multiplicity is 5. As for the orbital gap (alpha / beta): 6.5034 / 5.4259 eV. For the LUMO energy (alpha / beta), the calculation gives -2.61 / -5.90 eV. The charge is +1.